The following is a quantum chemistry calculation of a structure of composition C19H30BF11N3O8SSi2 in a non-equilibrium geometry, from OMol25.

Geometry (Å):
C (-0.298, 5.277, 1.652)
C (0.565, 4.299, 1.896)
C (1.432, 2.928, 2.084)
Si (0.427, 1.474, 1.245)
C (1.617, 0.789, -0.130)
C (3.043, 0.316, 0.466)
C (3.205, -1.315, 0.539)
F (1.829, -1.792, 0.763)
F (3.932, -1.750, 1.710)
C (3.671, -1.988, -0.843)
F (3.125, -3.343, -0.854)
F (3.021, -1.318, -1.959)
S (5.501, -2.105, -1.153)
F (5.766, -3.246, 0.044)
F (5.894, -0.798, -0.180)
F (5.332, -0.990, -2.446)
F (5.199, -3.349, -2.283)
F (7.132, -2.230, -1.557)
O (-1.015, 2.208, 0.610)
Si (-2.405, 1.179, 0.704)
N (-3.789, 2.257, 1.206)
C (-3.374, 2.810, 2.342)
O (-3.101, 3.011, 3.567)
N (-2.319, -0.104, 1.937)
C (-3.667, -0.544, 2.434)
C (-3.777, -2.171, 2.517)
C (-5.203, -2.710, 1.982)
C (-6.489, -1.954, 2.643)
O (-2.636, 0.483, -0.866)
C (-3.987, -0.032, -1.059)
C (-4.316, 0.060, -2.637)
N (-5.624, 0.706, -2.972)
C (-5.801, 2.045, -2.328)
C (-4.535, 3.041, -2.443)
C (-4.247, 3.610, -3.926)
O (-4.869, 4.223, -1.610)
H (-1.302, 5.837, 1.491)
H (1.438, 2.750, 3.238)
H (2.495, 3.036, 1.662)
H (0.213, 0.493, 2.302)
H (1.840, 1.714, -0.811)
H (1.099, 0.021, -0.816)
H (3.234, 0.679, 1.556)
H (3.890, 0.784, -0.185)
H (-1.715, -0.894, 1.657)
H (-3.786, -0.095, 3.502)
H (-4.561, -0.185, 1.805)
H (-2.943, -2.648, 1.884)
H (-3.631, -2.477, 3.618)
H (-5.300, -2.646, 0.830)
H (-5.276, -3.827, 2.296)
H (-7.297, -2.680, 3.022)
H (-6.933, -1.291, 1.789)
H (-6.191, -1.222, 3.481)
H (-4.787, 0.419, -0.366)
H (-3.941, -1.170, -0.795)
H (-4.348, -1.027, -3.060)
H (-3.451, 0.600, -3.170)
H (-5.737, 0.753, -4.009)
H (-6.155, 1.950, -1.224)
H (-6.684, 2.564, -2.891)
H (-3.549, 2.633, -2.015)
H (-3.105, 3.573, -4.110)
H (-4.874, 3.131, -4.762)
H (-4.522, 4.746, -3.932)
H (-4.627, 3.942, -0.685)
B (10.299, -2.460, -0.285)
O (10.582, -3.593, -1.181)
C (11.758, -4.105, -0.816)
O (12.285, -5.054, -1.353)
C (12.291, -3.350, 0.313)
O (13.340, -3.559, 0.881)
O (11.442, -2.375, 0.639)
F (9.087, -2.703, 0.450)
F (10.183, -1.243, -1.045)

Summary:
Max |F|: 8.40 eV/A
Charge: -1
Frontier orbital gap: 0.26626 hartree
LUMO energy: 0.529 eV

Calculated atomic charges, method Mulliken, unit e: -0.4833, -0.1965, -0.4221, 0.2359, -0.5209, -0.8446, 0.6142, -0.2961, -0.2926, 0.6399, -0.2748, -0.2500, 1.2701, -0.2669, -0.3035, -0.3261, -0.3299, -0.2837, -0.1606, 0.1020, -0.3659, 0.6708, -0.5135, -0.0648, -0.2096, -0.7229, -0.3996, -0.8344, -0.3810, 0.3378, -0.6211, -0.4130, -0.8112, 1.2717, -1.2839, -0.6110, 0.3129, 0.3294, 0.3784, -0.1242, 0.4101, 0.3398, 0.3995, 0.3498, 0.2725, 0.2910, 0.0868, 0.3333, 0.2856, 0.1375, 0.3837, 0.2938, 0.1954, 0.2315, 0.0939, 0.0258, 0.3249, 0.2510, 0.3195, 0.1756, 0.3581, -0.3336, 0.2866, 0.2678, 0.3446, 0.3055, 0.7047, -0.4513, 0.6059, -0.6309, 0.6190, -0.6254, -0.4749, -0.3595, -0.3730

The following is a quantum chemistry calculation of a structure of composition C19H30BrFO6PZr in a non-equilibrium geometry, from OMol25.

Geometry (Å):
C (-1.310, -5.322, 1.410)
C (-1.123, -4.168, 0.781)
C (-0.979, -2.784, -0.061)
C (-1.970, -3.122, -1.326)
O (0.388, -2.379, -0.393)
P (0.847, -0.795, 0.233)
C (0.410, -0.185, -1.530)
C (1.658, -0.127, -2.548)
C (1.552, 0.824, -3.652)
C (1.221, 0.933, 1.009)
C (2.310, 1.807, 0.196)
C (3.800, 1.186, 0.163)
O (4.799, 1.962, 0.904)
C (5.045, 3.264, 0.262)
C (4.747, 4.624, 1.151)
O (5.425, 3.416, -0.919)
C (1.665, -1.462, 1.859)
C (1.945, -3.042, 1.833)
O (2.751, -3.575, 1.016)
F (1.273, -3.859, 2.826)
O (-0.729, -0.543, 0.956)
C (-1.719, -1.579, 0.766)
Br (-2.421, -2.232, 2.543)
C (-2.954, -0.791, 0.093)
C (-3.493, 0.476, 0.938)
O (-3.943, 1.471, -0.012)
C (-5.380, 1.423, -0.241)
C (-5.655, 0.841, -1.752)
H (-1.809, -6.207, 1.966)
H (-2.054, -2.258, -2.072)
H (-3.013, -3.379, -0.878)
H (-1.599, -4.104, -1.825)
H (2.178, -1.013, -0.343)
H (-0.161, 0.830, -1.449)
H (-0.362, -0.911, -2.019)
H (2.628, -0.732, -2.460)
H (2.386, 1.549, -3.951)
H (0.574, 0.876, -4.268)
H (0.216, 1.521, 0.944)
H (1.464, 0.884, 2.142)
H (2.374, 2.846, 0.748)
H (1.891, 2.067, -0.858)
H (4.175, 1.116, -0.937)
H (3.861, 0.094, 0.558)
H (5.673, 5.302, 1.172)
H (4.390, 4.384, 2.241)
H (3.895, 5.247, 0.667)
H (2.678, -0.955, 2.091)
H (0.885, -1.244, 2.697)
H (-2.629, -0.439, -0.950)
H (-3.840, -1.544, 0.033)
H (-4.292, 0.108, 1.674)
H (-2.676, 0.992, 1.586)
H (-5.759, 2.520, -0.241)
H (-5.963, 0.739, 0.470)
H (-4.743, 1.150, -2.397)
H (-5.692, -0.309, -1.629)
H (-6.639, 1.286, -2.143)
Zr (3.792, 3.256, 2.956)

Summary:
Max |F|: 8.97 eV/A
Charge: +3
Frontier orbital gap: 0.09934 hartree
LUMO energy: -13.170 eV

Calculated atomic charges, method Mulliken, unit e: -0.4060, -0.7107, 1.3709, -1.1627, -0.5216, 0.4107, -0.4091, -0.2953, -0.6470, -0.7389, 0.2008, -0.3735, -0.5540, 0.7256, -0.8821, -0.3703, -0.4432, 0.2725, -0.4455, -0.2379, -0.3567, -0.0596, 0.0028, -0.5662, -0.5010, -0.3543, -0.2293, -0.8095, 0.3957, 0.2900, 0.3541, 0.3956, 0.5407, 0.5680, 0.1542, 0.5266, 0.2899, 0.3026, 0.3443, 0.1063, 0.3200, 0.1286, 0.3104, 0.3205, 0.4002, 0.2624, 0.3949, 0.4277, 0.3408, 0.2094, 0.3783, 0.4114, 0.0941, 0.3379, 0.2338, 0.1920, 0.1894, 0.3732, 1.4983